Formula: C10H20Br10
Source: the Open Molecules 2025 dataset
Level of theory: ωB97M-V/def2-TZVPD

```
! RIJCOSX wB97M-V def2-TZVPD def2/J DEFGRID3
* xyz 0 1
Br 8.5008 10.4269 -21.2485
C 9.0492 12.4080 -20.9076
C 10.1180 12.5316 -19.8034
Br 10.6614 14.4100 -19.6383
H 8.0891 12.8284 -20.6082
H 9.5183 12.7511 -21.8297
H 11.0194 11.9352 -19.9441
H 9.7389 12.1481 -18.8561
Br 15.3958 14.5227 -13.3533
C 14.9460 12.9405 -14.4460
C 15.0749 11.6853 -13.6743
Br 16.8531 11.3097 -13.0625
H 15.6528 13.0098 -15.2729
H 13.9645 13.0764 -14.9001
H 14.7858 10.8480 -14.3094
H 14.3459 11.6731 -12.8640
Br 13.1971 7.4914 -21.4942
C 12.7859 9.4443 -21.1511
C 13.6297 10.2484 -22.2492
Br 13.4920 12.2796 -22.0134
H 13.0178 9.6232 -20.1012
H 11.7321 9.5943 -21.3855
H 13.3348 10.1471 -23.2937
H 14.6908 10.0107 -22.3237
Br 11.8780 7.2060 -14.6835
C 13.5460 8.3098 -14.5428
C 13.1495 9.7857 -14.4895
Br 12.5592 10.4427 -16.2534
H 14.2648 8.1709 -15.3504
H 13.9558 8.3077 -13.5328
H 13.8906 10.4190 -14.0019
H 12.2925 9.9321 -13.8320
Br 13.8293 13.3232 -16.2701
C 13.6618 12.0813 -17.8322
C 12.2892 11.6664 -17.9878
Br 12.3640 11.1591 -19.9528
H 14.3837 11.2669 -17.8926
H 13.9328 12.7072 -18.6824
H 11.5165 12.4178 -17.8252
H 11.9735 10.8253 -17.3707
*
```

energy above the lowest of the compared OMol25 structures with the same formula, charge and spin	2099.4	kJ/mol
lowest unoccupied orbital energy	-0.50	eV
Kohn-Sham gap	7.75	eV
E_HOMO	-8.25	eV

Löwdin atomic charge list, values in e, 4 entries: atom 1 (Br): 0.5015, atom 2 (C): -0.5454, atom 3 (C): -0.7839, atom 4 (Br): 0.6615

Formula: C5H13N2
Source: the Open Molecules 2025 dataset
Level of theory: ωB97M-V/def2-TZVPD

```
! RIJCOSX wB97M-V def2-TZVPD def2/J DEFGRID3
* xyz 2 2
C 1.2959 0.5246 1.3132
C 2.3374 -0.2846 0.5432
C 2.7187 -1.5807 0.6834
H 0.8171 1.3733 0.7805
H 0.4790 -0.1476 1.6501
H 1.6715 0.9919 2.2407
H 3.0049 0.2852 -0.1014
H 3.5837 -1.9963 0.1861
H 2.1949 -2.2487 1.3750
C -1.7436 1.9488 -1.0329
N -2.1082 0.4877 -1.0416
C -1.2132 -0.3789 -0.6721
N -1.4774 -1.6698 -0.4627
H -2.0765 2.2697 -0.0500
H -2.4189 2.4285 -1.7549
H -0.7311 2.1862 -1.2868
H -3.0685 0.2273 -1.1782
H -0.2020 -0.0657 -0.3967
H -2.3965 -2.1105 -0.5484
H -0.6671 -2.2404 -0.2463
*
```

energy above the lowest of the compared OMol25 structures with the same formula, charge and spin	252.6	kJ/mol
lowest unoccupied orbital energy (alpha / beta)	-8.80 / -12.99	eV
Kohn-Sham gap (alpha / beta)	9.70 / 5.51	eV
E_HOMO (alpha / beta)	-18.50 / -18.50	eV
<S²>	0.752

Löwdin atomic charge list, values in e, 4 entries: atom 1 (C): -0.0196, atom 2 (C): 0.0190, atom 3 (C): 0.2688, atom 4 (H): 0.1006

Formula: C34H53F16NO4
Source: the Open Molecules 2025 dataset
Level of theory: ωB97M-V/def2-TZVPD

```
! RIJCOSX wB97M-V def2-TZVPD def2/J DEFGRID3
* xyz 0 1
C -9.7656 2.7046 -4.5170
C -9.0200 2.1636 -5.2578
C -8.0511 1.5009 -6.1303
C -6.8104 2.3609 -6.4045
C -6.0315 2.7168 -5.1493
C -5.1274 1.6146 -4.6805
O -4.9019 0.6411 -5.3461
O -4.4651 1.8083 -3.4973
C -5.0740 1.2745 -2.3000
C -5.3395 -0.2315 -2.4541
C -6.7068 -0.6341 -3.0334
C -3.9973 1.5460 -1.2352
C -2.7335 0.6877 -1.3736
C -1.5662 1.3105 -0.6140
C -0.2228 0.5154 -0.6482
C -0.2637 -0.8724 -1.2876
C 1.0583 -1.6251 -1.1634
C 0.8704 -3.0848 -1.5953
C 2.1775 -3.8867 -1.7070
C 2.1200 -4.8808 -2.8727
C 3.2193 -5.9388 -2.8631
C 3.1730 -6.9085 -1.6741
C 1.8667 -7.7258 -1.5790
N -6.2925 2.0291 -2.0701
C -7.0395 1.7404 -0.8403
C -8.5273 1.3842 -1.0864
C -9.4859 2.2093 -0.2234
H -10.4263 3.1854 -3.8298
H -8.5380 1.3010 -7.0897
H -7.7835 0.5216 -5.7289
H -6.1944 1.8374 -7.1314
H -7.1472 3.2845 -6.8779
H -6.7405 2.9672 -4.3592
H -5.4454 3.6244 -5.3085
H -4.5551 -0.6161 -3.1006
H -5.2046 -0.7256 -1.4927
H -7.2152 0.2143 -3.4840
H -7.3525 -1.1023 -2.2965
H -6.5566 -1.3611 -3.8325
H -3.7323 2.6009 -1.3377
H -4.4086 1.3722 -0.2427
H -2.4824 0.5287 -2.4196
H -2.9511 -0.2791 -0.9164
H -1.3860 2.2939 -1.0512
H -1.8431 1.4472 0.4317
H 0.1445 0.3888 0.3701
H 0.4860 1.1182 -1.2218
H -0.5635 -0.8367 -2.3348
H -1.0207 -1.4684 -0.7688
H 1.8342 -1.1596 -1.7712
H 1.3628 -1.6462 -0.1139
H 0.1757 -3.5656 -0.9042
H 0.3654 -3.0880 -2.5672
H 3.0225 -3.2081 -1.8207
H 2.3057 -4.4488 -0.7816
H 1.1525 -5.3824 -2.8177
H 2.1423 -4.3150 -3.8051
H 3.1393 -6.5335 -3.7779
H 4.2066 -5.4711 -2.8855
H 3.3225 -6.3484 -0.7545
H 3.9959 -7.6102 -1.8005
H 1.1539 -7.4740 -2.3605
H 1.3770 -7.5419 -0.6228
H 2.0655 -8.7934 -1.6335
H -6.0648 3.0122 -2.1212
H -6.5846 0.9225 -0.2854
H -7.0254 2.6290 -0.2087
H -8.7610 1.4650 -2.1447
H -8.6776 0.3350 -0.8234
H -9.5451 1.7994 0.7859
H -9.1326 3.2353 -0.1140
H -10.4939 2.2036 -0.6323
C 4.1059 3.1263 1.6181
C 4.4717 1.9061 0.7586
C 3.3557 0.9119 0.4388
F 2.8821 0.3323 1.5613
F 3.8510 -0.0667 -0.3538
F 5.5275 1.2589 1.2977
F 4.8642 2.4024 -0.4502
O 4.4302 3.0627 2.9926
C 3.5519 2.5678 3.9186
C 4.1379 1.3514 4.6359
F 4.3918 0.3592 3.7550
F 3.2415 0.8899 5.5389
F 2.3461 2.2955 3.3881
F 3.3723 3.5218 4.8572
H 4.7328 3.9303 1.2361
H 3.0725 3.4349 1.4586
H 2.5314 1.4025 -0.0865
H 5.0634 1.6140 5.1455
C 7.9945 0.3197 6.2478
C 8.0966 1.8552 6.2529
C 9.4071 2.4750 5.7641
F 10.4325 2.1216 6.5620
F 9.2876 3.8222 5.8001
F 7.7765 2.3356 7.4694
F 7.1456 2.2999 5.3723
O 8.1930 -0.3378 7.4818
C 9.4342 -0.7526 7.8862
C 9.8411 -0.0802 9.1999
F 9.8964 1.2564 9.0422
F 11.0683 -0.5216 9.5523
F 10.3664 -0.5799 6.9334
F 9.3551 -2.0776 8.1367
H 6.9544 0.1080 6.0035
H 8.5937 -0.1203 5.4504
H 9.6201 2.1676 4.7365
H 9.1236 -0.3237 9.9856
*
```

lowest unoccupied orbital energy	0.49	eV
Kohn-Sham gap	9.48	eV
E_HOMO	-8.99	eV
SMILES string	C#CCCCC(=O)O[C@@](CC)(CCCCCCCCCCCC)NCCC.FC(F)C(F)(F)COC(F)(F)C(F)F.FC(F)C(F)(F)COC(F)(F)C(F)F

Löwdin atomic charge list, values in e, 4 entries: atom 1 (C): 0.1042, atom 2 (C): -0.1529, atom 3 (C): -0.1984, atom 4 (C): -0.1875

Formula: C30H28BBr4Cl2F4N3O3SeSi2W
Source: the Open Molecules 2025 dataset
Level of theory: ωB97M-V/def2-TZVPD

```
! RIJCOSX wB97M-V def2-TZVPD def2/J DEFGRID3
* xyz 0 1
W 0.2704 0.1712 0.1186
C -2.7740 0.9430 -1.9912
Si -1.3827 1.8214 -1.0938
C -0.2138 2.5720 -2.3583
C -2.2180 3.0956 -0.0335
C -2.8614 4.2348 -0.5237
C -3.6185 5.0258 0.3236
C -3.7521 4.6750 1.6642
C -3.1127 3.5480 2.1538
C -2.3335 2.7497 1.3116
Si -1.2612 1.3377 1.9558
C -2.4148 0.1747 2.8986
C -0.1617 2.3163 3.1485
H -3.3970 1.7379 -2.4143
H -3.4040 0.3645 -1.3130
H -2.4505 0.2988 -2.8079
H -0.8060 3.0949 -3.1152
H 0.3714 1.8073 -2.8733
H 0.4650 3.2894 -1.8966
H -2.7769 4.5049 -1.5715
H -4.1133 5.9108 -0.0565
H -4.3528 5.2885 2.3243
H -3.2161 3.2953 3.2048
H -2.0927 -0.0187 3.9225
H -2.5328 -0.7770 2.3768
H -3.4017 0.6398 2.9520
H -0.7462 2.6132 4.0259
H 0.1522 3.2293 2.6394
H 0.7329 1.7945 3.4741
Br -2.3245 -3.7855 -4.9921
C -2.0542 -2.9429 -3.3343
C -2.9232 -3.1808 -2.2634
Br -4.3837 -4.3472 -2.4662
C -2.7146 -2.5610 -1.0324
Br -3.8661 -2.7741 0.4413
C -1.6224 -1.7290 -0.8844
O -1.2701 -1.0738 0.2321
C -0.7826 -1.4801 -1.9561
O 0.2069 -0.6243 -1.6400
C -0.9740 -2.0742 -3.1836
Br 0.2276 -1.6439 -4.5598
Cl 2.0866 4.7705 0.9468
C 3.0154 3.3865 0.5184
C 4.4174 3.4966 0.3786
C 5.1680 2.4229 -0.0050
Cl 6.8800 2.5994 -0.1902
C 4.5661 1.1642 -0.2684
C 5.2131 -0.0036 -0.7310
C 4.4703 -1.1232 -0.9840
C 3.0830 -1.1244 -0.7520
N 2.4625 -0.0499 -0.2955
C 3.1845 1.0843 -0.0820
C 2.3968 2.1859 0.2927
O 1.0781 1.9731 0.3512
H 4.8881 4.4510 0.5662
H 6.2820 0.0057 -0.8954
H 4.9226 -2.0302 -1.3576
H 2.4817 -2.0070 -0.9260
F 1.8869 -4.2134 -1.6909
B 0.9816 -4.2404 -0.6252
F 0.9073 -2.8925 -0.1117
F 1.4331 -5.0595 0.4131
F -0.2947 -4.6171 -1.0383
C 0.6932 -0.0277 5.5142
N 0.0025 -1.1417 4.8826
C -0.8752 -1.9707 5.5414
C -1.2721 -2.9068 4.6515
N -0.6374 -2.6406 3.4658
C -0.6879 -3.5149 2.2900
C 0.1221 -1.5454 3.6024
Se 1.3066 -0.8468 2.3094
H 1.1248 -0.3689 6.4527
H -0.0010 0.7903 5.6966
H 1.4843 0.3098 4.8535
H -1.1293 -1.8252 6.5757
H -1.9419 -3.7407 4.7576
H -1.5146 -4.2064 2.4246
H 0.2495 -4.0570 2.1879
H -0.8456 -2.9198 1.4018
*
```

energy above the lowest of the compared OMol25 structures with the same formula, charge and spin	7.6	kJ/mol
lowest unoccupied orbital energy	-1.67	eV
Kohn-Sham gap	6.53	eV
E_HOMO	-8.20	eV

Löwdin atomic charge list, values in e, 4 entries: atom 1 (W): 1.3828, atom 2 (C): -0.1504, atom 3 (Si): 0.6027, atom 4 (C): -0.1772

What did the first record say?
Formula: C10H20Br10
Source: the Open Molecules 2025 dataset
Level of theory: ωB97M-V/def2-TZVPD

```
! RIJCOSX wB97M-V def2-TZVPD def2/J DEFGRID3
* xyz 0 1
Br 8.5008 10.4269 -21.2485
C 9.0492 12.4080 -20.9076
C 10.1180 12.5316 -19.8034
Br 10.6614 14.4100 -19.6383
H 8.0891 12.8284 -20.6082
H 9.5183 12.7511 -21.8297
H 11.0194 11.9352 -19.9441
H 9.7389 12.1481 -18.8561
Br 15.3958 14.5227 -13.3533
C 14.9460 12.9405 -14.4460
C 15.0749 11.6853 -13.6743
Br 16.8531 11.3097 -13.0625
H 15.6528 13.0098 -15.2729
H 13.9645 13.0764 -14.9001
H 14.7858 10.8480 -14.3094
H 14.3459 11.6731 -12.8640
Br 13.1971 7.4914 -21.4942
C 12.7859 9.4443 -21.1511
C 13.6297 10.2484 -22.2492
Br 13.4920 12.2796 -22.0134
H 13.0178 9.6232 -20.1012
H 11.7321 9.5943 -21.3855
H 13.3348 10.1471 -23.2937
H 14.6908 10.0107 -22.3237
Br 11.8780 7.2060 -14.6835
C 13.5460 8.3098 -14.5428
C 13.1495 9.7857 -14.4895
Br 12.5592 10.4427 -16.2534
H 14.2648 8.1709 -15.3504
H 13.9558 8.3077 -13.5328
H 13.8906 10.4190 -14.0019
H 12.2925 9.9321 -13.8320
Br 13.8293 13.3232 -16.2701
C 13.6618 12.0813 -17.8322
C 12.2892 11.6664 -17.9878
Br 12.3640 11.1591 -19.9528
H 14.3837 11.2669 -17.8926
H 13.9328 12.7072 -18.6824
H 11.5165 12.4178 -17.8252
H 11.9735 10.8253 -17.3707
*
```

energy above the lowest of the compared OMol25 structures with the same formula, charge and spin	2099.4	kJ/mol
lowest unoccupied orbital energy	-0.50	eV
Kohn-Sham gap	7.75	eV
E_HOMO	-8.25	eV

Löwdin atomic charge list, values in e, 4 entries: atom 1 (Br): 0.5015, atom 2 (C): -0.5454, atom 3 (C): -0.7839, atom 4 (Br): 0.6615